The following is a DFT calculation (ωB97M-V with the def2-TZVPD basis set) of the molecule C22H27NO6.

Each atom is followed by the atoms it is bonded to, with distances in Å.
Positions of all 56 atoms, in Å:
1 C -1.807 -4.016 -1.284  C2 1.523, H54 1.087, H55 1.088, H56 1.087
2 C -1.270 -3.565 0.068  C1 1.523, C3 1.529, H52 1.092, H53 1.092
3 C -2.253 -2.632 0.778  C2 1.529, H4 1.096, H5 1.094, O6 1.421
4 H -3.236 -3.109 0.868  C3 1.096
5 H -1.884 -2.401 1.782  C3 1.094
6 O -2.386 -1.444 0.011  C3 1.421, C7 1.366
7 C -2.269 -0.242 0.650  O6 1.366, C8 1.396, C12 1.408
8 C -1.436 0.720 0.075  C7 1.396, C9 1.389, C21 1.514
9 C -1.313 1.968 0.671  C8 1.389, C10 1.379, H20 1.078
10 C -2.007 2.258 1.828  C9 1.379, C11 1.385, H19 1.079
11 C -2.844 1.315 2.400  C10 1.385, C12 1.387, H18 1.078
12 C -2.992 0.064 1.819  C7 1.408, C11 1.387, O13 1.369
13 O -3.817 -0.918 2.299  C12 1.369, C14 1.405
14 C -4.611 -0.635 3.423  O13 1.405, H15 1.095, H16 1.089, H17 1.095
15 H -4.001 -0.430 4.309  C14 1.095
16 H -5.202 -1.533 3.595  C14 1.089
17 H -5.282 0.210 3.239  C14 1.095
18 H -3.388 1.569 3.296  C11 1.078
19 H -1.907 3.228 2.291  C10 1.079
20 H -0.662 2.709 0.235  C9 1.078
21 C -0.692 0.361 -1.193  C8 1.514, C22 1.503, C31 1.533, H51 1.093
22 C 0.705 0.914 -1.183  C21 1.503, C23 1.388, C27 1.395
23 C 1.734 0.257 -0.523  C22 1.388, C24 1.404, O46 1.384
24 C 3.040 0.772 -0.495  C23 1.404, C25 1.401, O41 1.388
25 C 3.294 2.008 -1.105  C24 1.401, C26 1.395, O36 1.358
26 C 2.248 2.674 -1.743  C25 1.395, C27 1.383, H35 1.079
27 C 0.975 2.136 -1.799  C22 1.395, C26 1.383, N28 1.389
28 N -0.056 2.831 -2.417  C27 1.389, C29 1.365, H34 1.012
29 C -1.299 2.333 -2.684  N28 1.365, O30 1.210, C31 1.510
30 O -2.168 3.038 -3.145  C29 1.210
31 C -1.444 0.850 -2.435  C21 1.533, C29 1.510, H32 1.090, H33 1.095
32 H -2.504 0.606 -2.361  C31 1.090
33 H -1.041 0.348 -3.321  C31 1.095
34 H 0.112 3.795 -2.674  N28 1.012
35 H 2.468 3.626 -2.200  C26 1.079
36 O 4.472 2.681 -1.146  C25 1.358, C37 1.411
37 C 5.643 2.155 -0.560  O36 1.411, H38 1.091, H39 1.093, H40 1.090
38 H 5.504 1.940 0.501  C37 1.091
39 H 5.980 1.251 -1.073  C37 1.093
40 H 6.394 2.936 -0.682  C37 1.090
41 O 4.039 0.073 0.170  C24 1.388, C42 1.416
42 C 4.383 -1.172 -0.411  O41 1.416, H43 1.096, H44 1.089, H45 1.092
43 H 4.800 -1.033 -1.415  C42 1.096
44 H 5.140 -1.604 0.242  C42 1.089
45 H 3.523 -1.842 -0.472  C42 1.092
46 O 1.447 -0.947 0.096  C23 1.384, C47 1.416
47 C 1.444 -0.882 1.510  O46 1.416, H48 1.089, H49 1.093, H50 1.096
48 H 1.243 -1.895 1.857  C47 1.089
49 H 2.409 -0.546 1.899  C47 1.093
50 H 0.656 -0.208 1.864  C47 1.096
51 H -0.643 -0.731 -1.233  C21 1.093
52 H -1.089 -4.430 0.709  C2 1.092
53 H -0.325 -3.035 -0.070  C2 1.092
54 H -1.072 -4.627 -1.803  C1 1.087
55 H -2.715 -4.600 -1.157  C1 1.088
56 H -2.039 -3.150 -1.897  C1 1.087

Summary:
LUMO (eV): 0.674
Structure (SMILES): CCCOc1c(OC)cccc1[C@H]1CC(=O)Nc2cc(OC)c(OC)c(OC)c21
Charge: 0
Energy above the lowest of the compared OMol25 structures with the same formula, charge and spin (kcal/mol): 84.1
Largest force on an atom (hartree/bohr): 0.0152
Total energy (hartree): -1360.6882



The following is a DFT calculation (ωB97M-V with the def2-TZVPD basis set) of the molecule C5H10ClN in a non-equilibrium geometry.

Each atom is followed by the atoms it is bonded to, with distances in Å.
Positions of all 17 atoms, in Å:
1 C 2.150 1.036 0.148  C2 1.504, H6 1.071, H7 1.117, H8 1.090
2 C 1.021 0.042 0.125  C1 1.504, C3 1.515, H9 1.082, Cl17 1.858
3 C -0.140 0.534 -0.715  C2 1.515, C4 1.486, H10 1.085, N16 1.447
4 C -1.508 0.102 -0.325  C3 1.486, C5 1.546, H12 1.057, N16 1.461
5 C -1.765 -0.935 0.792  C4 1.546, H13 1.123, H14 1.088, H15 1.072
6 H 2.861 0.745 0.893  C1 1.071
7 H 1.771 2.042 0.453  C1 1.117
8 H 2.633 1.155 -0.822  C1 1.090
9 H 0.626 -0.120 1.119  C2 1.082
10 H -0.091 1.570 -1.031  C3 1.085
11 H -0.542 -1.330 -1.497  N16 1.033
12 H -2.314 0.782 -0.389  C4 1.057
13 H -2.703 -1.516 0.581  C5 1.123
14 H -1.776 -0.437 1.760  C5 1.088
15 H -0.996 -1.680 0.848  C5 1.072
16 N -0.894 -0.361 -1.566  C3 1.447, C4 1.461, H11 1.033
17 Cl 1.664 -1.628 -0.373  C2 1.858

Summary:
LUMO (eV): 0.946
Structure (SMILES): C[C@H](Cl)[C@H]1N[C@H]1C
Charge: 0
Energy above the lowest of the compared OMol25 structures with the same formula, charge and spin (kcal/mol): 22.1
Largest force on an atom (hartree/bohr): 0.0474
Total energy (hartree): -711.4202



The following is a DFT calculation (ωB97M-V with the def2-TZVPD basis set) of the molecule C6H12N2 in a non-equilibrium geometry.

Each atom is followed by the atoms it is bonded to, with distances in Å.
Positions of all 20 atoms, in Å:
1 C 1.462 -1.138 0.187  C2 1.485, H7 1.182, H8 1.221, H9 1.166
2 C 0.489 -1.205 1.308  C1 1.485, C3 1.545, H10 1.180, N19 1.442
3 C 0.691 0.121 2.075  C2 1.545, H11 1.233, H12 1.220, H13 1.130
4 C -1.467 -0.605 -0.179  H14 1.274, N19 1.316, N20 1.374
5 C -1.554 1.123 -2.027  C6 1.508, H15 1.182, H16 1.213, N20 1.472
6 C -0.184 1.449 -1.488  C5 1.508, H17 1.052, H18 1.229, N20 1.502
7 H 1.247 -0.182 -0.474  C1 1.182
8 H 2.642 -0.888 0.377  C1 1.221
9 H 1.490 -2.182 -0.332  C1 1.166
10 H 0.744 -2.096 2.037  C2 1.180
11 H 1.208 1.034 1.428  C3 1.233
12 H 1.657 -0.043 2.802  C3 1.220
13 H -0.244 0.486 2.594  C3 1.130
14 H -2.493 -1.204 -0.640  C4 1.274
15 H -2.507 1.647 -1.564  C5 1.182
16 H -1.825 0.742 -3.146  C5 1.213
17 H 0.615 1.624 -2.148  C6 1.052
18 H -0.213 2.249 -0.554  C6 1.229
19 N -0.889 -1.086 0.900  C2 1.442, C4 1.316
20 N -0.869 0.154 -1.156  C4 1.374, C5 1.472, C6 1.502

Summary:
LUMO (eV): 0.889
Structure (SMILES): CC(C)/N=C\N1CC1
Charge: 0
Energy above the lowest of the compared OMol25 structures with the same formula, charge and spin (kcal/mol): 132.5
Largest force on an atom (hartree/bohr): 0.1080
Total energy (hartree): -345.1167